Run w
Here is a 3-piece molecular cluster, C3H10O3 overall from the OMol25 dataset. Energies are from ωB97M-V with the def2-TZVPD basis set.

```
16
Properties=species:S:1:pos:R:3
C -0.482 -1.838 0.628
H 0.279 1.381 2.024
H -0.645 -0.805 0.947
O -3.221 3.258 -5.282
O -0.260 1.879 2.663
H 1.121 -3.273 0.148
H -1.197 -1.990 -0.184
H -0.121 2.804 2.443
C 0.926 -2.197 0.270
O 2.064 -0.527 1.559
H -3.269 2.899 -6.187
C 2.058 -1.655 1.154
H 2.970 -2.220 0.858
H -3.337 2.479 -4.711
H 1.124 -1.835 -0.748
H -0.915 -2.471 1.414
```

- E_HOMO (eV) = -10.06
- HOMO-LUMO gap (eV) = 10.586

Charges obtained by Mulliken population analysis, quoted in units of e: atom 1 (C): -0.964, atom 2 (H): 0.328, atom 3 (H): 0.187, atom 4 (O): -0.645, atom 5 (O): -0.637, atom 6 (H): 0.318, atom 7 (H): 0.321, atom 8 (H): 0.308, atom 9 (C): -0.316, atom 10 (O): -0.411, atom 11 (H): 0.323, atom 12 (C): 0.063, atom 13 (H): 0.255, atom 14 (H): 0.322, atom 15 (H): 0.255, atom 16 (H): 0.292



Run x
Here is a 2-piece molecular cluster, C3H10O3 overall from the OMol25 dataset. Energies are from ωB97M-V with the def2-TZVPD basis set.

```
16
Properties=species:S:1:pos:R:3
C -1.393 -0.544 -2.398
H 2.673 2.948 2.433
H 2.098 2.013 1.328
H 0.486 0.317 1.671
H -0.398 -0.069 -2.416
H -2.158 0.245 -2.303
H -1.546 0.199 0.054
O 1.853 2.759 1.922
H -1.292 -1.430 0.746
H 0.656 -1.465 1.738
C -1.039 -0.772 -0.108
O -1.534 -1.396 -1.288
C 0.867 -0.567 1.133
O 0.315 -0.697 -0.179
H 1.960 -0.467 1.022
H -1.549 -1.072 -3.354
```

- E_HOMO (eV) = -10.12
- HOMO-LUMO gap (eV) = 10.821

Charges obtained by Mulliken population analysis, quoted in units of e: atom 1 (C): -0.612, atom 2 (H): 0.326, atom 3 (H): 0.335, atom 4 (H): 0.334, atom 5 (H): 0.277, atom 6 (H): 0.259, atom 7 (H): 0.322, atom 8 (O): -0.647, atom 9 (H): 0.288, atom 10 (H): 0.314, atom 11 (C): -0.219, atom 12 (O): -0.376, atom 13 (C): -0.763, atom 14 (O): -0.308, atom 15 (H): 0.224, atom 16 (H): 0.245



In order of decreasing stability: run w, run x.